Entry 1:
Formula: C74H186N12O26
Source: the Open Molecules 2025 dataset
Level of theory: ωB97M-V with the def2-TZVPD basis set

```
298
Properties=species:S:1:pos:R:3
C 5.018 5.912 1.371
C 3.918 4.847 1.437
O 4.451 3.835 2.303
O 6.263 5.330 1.052
H 4.857 6.470 2.314
H 4.683 6.601 0.656
H 3.731 4.364 0.453
H 2.948 5.245 1.807
H 3.807 3.069 2.451
H 6.292 4.447 1.521
C 4.507 -2.776 1.064
O 4.346 -3.631 -0.057
C 3.294 -3.341 -0.902
C 3.417 -4.253 -2.045
N 4.796 -4.189 -2.662
C 4.809 -3.400 -3.848
C 6.125 -3.435 -4.633
O 7.276 -2.731 -4.046
C 7.103 -1.321 -3.914
H 4.665 -1.690 0.617
H 5.406 -3.101 1.594
H 3.708 -2.767 1.796
H 3.292 -2.311 -1.177
H 2.323 -3.547 -0.409
H 2.719 -4.076 -2.863
H 3.290 -5.307 -1.746
H 5.585 -3.899 -2.123
H 4.544 -2.385 -3.721
H 4.012 -3.726 -4.626
H 5.950 -3.103 -5.665
H 6.541 -4.396 -4.734
H 8.105 -0.952 -3.853
H 6.588 -0.899 -3.002
H 6.575 -0.964 -4.767
C -1.285 -3.021 5.859
O -1.599 -2.209 4.648
C -1.220 -0.830 4.672
C -2.053 -0.065 5.706
N -1.430 -0.013 7.035
C -2.242 0.676 8.064
C -1.489 0.990 9.343
O -2.361 1.181 10.437
C -1.758 1.695 11.620
H -0.170 -3.130 5.953
H -1.645 -4.010 5.588
H -1.668 -2.525 6.742
H -1.411 -0.476 3.661
H -0.126 -0.796 4.910
H -3.060 -0.587 5.730
H -2.217 0.968 5.360
H -0.556 0.466 6.959
H -3.126 0.013 8.272
H -2.610 1.659 7.708
H -0.844 1.822 9.183
H -0.809 0.123 9.535
H -2.590 2.015 12.262
H -1.120 2.519 11.366
H -1.262 0.881 12.117
C -3.697 -2.077 -6.107
O -2.741 -1.046 -6.010
C -1.457 -1.473 -5.406
C -0.921 -0.323 -4.515
N -0.632 0.957 -5.131
C -0.479 1.962 -4.106
C -0.471 3.328 -4.731
O 0.669 3.563 -5.454
C 0.465 3.412 -6.844
H -4.554 -1.686 -6.551
H -3.937 -2.618 -5.190
H -3.286 -2.716 -6.904
H -0.795 -1.898 -6.161
H -1.708 -2.239 -4.695
H -0.010 -0.684 -4.013
H -1.700 -0.266 -3.696
H -1.399 1.261 -5.720
H 0.442 1.859 -3.435
H -1.334 1.843 -3.401
H -0.443 4.059 -3.917
H -1.381 3.460 -5.303
H 1.465 3.496 -7.281
H -0.192 4.192 -7.199
H 0.100 2.351 -7.161
C 3.023 4.624 -2.550
O 2.011 5.226 -1.810
C 1.279 6.198 -2.546
C 0.101 6.673 -1.655
N -0.463 7.881 -2.282
C -0.225 9.123 -1.540
C -1.073 10.284 -1.979
O -2.440 9.965 -1.719
C -3.257 10.401 -2.786
H 3.843 5.325 -2.877
H 2.712 4.092 -3.485
H 3.568 3.962 -1.878
H 0.953 5.755 -3.505
H 1.929 7.036 -2.791
H 0.333 6.775 -0.605
H -0.694 5.999 -1.697
H -1.451 7.719 -2.127
H 0.885 9.235 -1.596
H -0.455 8.965 -0.460
H -0.908 10.416 -3.079
H -0.850 11.161 -1.394
H -3.326 11.516 -2.854
H -4.279 10.002 -2.566
H -2.916 9.963 -3.745
C 4.367 0.118 2.743
O 4.764 -0.997 3.512
C 4.265 -0.949 4.849
C 4.624 -2.269 5.483
N 4.186 -3.488 4.740
C 2.784 -3.721 4.641
C 2.471 -5.027 3.924
O 2.915 -4.857 2.560
C 2.858 -6.064 1.745
H 4.689 1.087 3.151
H 3.228 0.147 2.643
H 4.931 0.028 1.788
H 3.138 -0.857 4.766
H 4.716 -0.140 5.388
H 4.385 -2.261 6.516
H 5.697 -2.339 5.389
H 4.706 -3.704 3.867
H 2.151 -2.964 4.084
H 2.304 -3.729 5.624
H 1.408 -5.072 3.943
H 3.001 -5.896 4.298
H 3.100 -5.724 0.748
H 1.874 -6.505 1.683
H 3.579 -6.864 2.144
C -2.295 3.443 3.487
O -1.170 3.404 4.360
C -0.151 4.419 4.145
C 1.194 3.780 4.371
N 1.268 3.213 5.665
C 2.524 2.575 5.959
C 2.673 2.270 7.404
O 1.750 1.271 7.791
C 1.995 0.874 9.124
H -3.010 2.775 3.958
H -2.104 3.156 2.453
H -2.764 4.426 3.476
H -0.342 5.213 4.872
H -0.277 4.853 3.135
H 2.016 4.517 4.321
H 1.381 3.032 3.477
H 0.483 2.606 5.845
H 3.298 3.261 5.550
H 2.612 1.632 5.461
H 2.508 3.189 7.996
H 3.697 1.895 7.687
H 2.082 1.745 9.815
H 2.870 0.221 9.282
H 1.093 0.378 9.388
C -3.643 2.240 -6.888
O -3.875 3.352 -6.045
C -4.102 4.581 -6.778
C -4.436 5.674 -5.802
N -3.256 6.194 -5.184
C -3.336 7.284 -4.252
C -3.940 6.918 -2.906
O -3.151 5.933 -2.317
C -3.600 4.995 -1.410
H -4.464 2.028 -7.508
H -3.454 1.408 -6.176
H -2.685 2.328 -7.496
H -4.940 4.514 -7.490
H -3.165 4.840 -7.366
H -5.154 5.109 -5.164
H -4.997 6.566 -6.158
H -2.544 5.497 -4.958
H -3.985 8.016 -4.728
H -2.342 7.709 -4.113
H -5.011 6.679 -3.057
H -3.847 7.727 -2.184
H -4.283 4.325 -1.969
H -4.097 5.301 -0.432
H -2.669 4.376 -1.120
C -2.202 -6.809 4.202
O -1.444 -7.754 3.493
C -2.162 -8.838 2.986
C -1.384 -9.570 1.909
N -0.958 -8.680 0.819
C -0.417 -9.441 -0.303
C 0.900 -10.111 0.006
O 1.908 -9.160 0.028
C 2.306 -8.550 -1.228
H -3.073 -6.443 3.580
H -1.665 -6.000 4.676
H -2.625 -7.390 5.054
H -3.054 -8.457 2.480
H -2.440 -9.553 3.751
H -2.106 -10.298 1.559
H -0.654 -10.282 2.329
H -0.211 -8.060 1.186
H -0.321 -8.678 -1.115
H -1.156 -10.170 -0.643
H 0.998 -10.946 -0.732
H 0.764 -10.662 0.960
H 2.332 -9.196 -2.063
H 3.340 -8.229 -1.118
H 1.780 -7.566 -1.435
C 5.785 2.040 -1.250
O 4.537 1.825 -1.793
C 3.874 0.759 -1.214
C 2.511 0.600 -1.898
N 2.484 -0.142 -3.204
C 3.521 0.184 -4.149
C 3.236 1.452 -4.856
O 4.394 1.745 -5.592
C 4.407 3.104 -6.044
H 6.519 1.205 -1.215
H 5.771 2.488 -0.230
H 6.274 2.744 -1.911
H 3.623 0.917 -0.099
H 4.491 -0.162 -1.284
H 2.021 1.606 -2.012
H 2.002 -0.020 -1.109
H 2.633 -1.144 -2.977
H 3.501 -0.603 -4.912
H 4.598 0.198 -3.770
H 3.065 2.292 -4.148
H 2.332 1.380 -5.475
H 4.392 3.836 -5.232
H 3.655 3.341 -6.739
H 5.459 3.190 -6.538
C -1.035 -4.920 1.473
O -0.078 -4.031 1.000
C -0.049 -2.942 1.944
C 0.581 -1.750 1.215
N -0.126 -1.266 0.076
C -1.161 -0.285 0.242
C -0.788 1.146 -0.167
O 0.016 1.846 0.799
C 0.159 3.210 0.401
H -1.013 -5.813 0.829
H -2.040 -4.562 1.579
H -0.806 -5.286 2.515
H 0.661 -3.239 2.744
H -0.995 -2.808 2.460
H 1.484 -2.224 0.865
H 0.883 -0.959 1.937
H -0.438 -2.061 -0.511
H -1.569 -0.294 1.262
H -2.024 -0.706 -0.393
H -1.744 1.707 -0.260
H -0.308 1.141 -1.140
H 0.877 3.700 1.058
H -0.849 3.700 0.587
H 0.570 3.351 -0.593
C 0.965 -7.115 -3.952
O 0.748 -5.816 -3.435
C -0.577 -5.350 -3.561
C -0.852 -4.269 -2.564
N -2.231 -3.895 -2.475
C -3.160 -4.852 -1.927
C -4.654 -4.526 -2.100
O -4.950 -3.611 -1.103
C -6.242 -2.985 -1.064
H 0.308 -7.929 -3.520
H 2.037 -7.237 -3.851
H 0.813 -7.105 -5.056
H -1.271 -6.151 -3.386
H -0.853 -4.884 -4.542
H -0.220 -3.406 -2.868
H -0.466 -4.604 -1.611
H -2.295 -3.065 -1.922
H -2.955 -4.964 -0.852
H -3.043 -5.883 -2.406
H -5.181 -5.541 -1.950
H -4.771 -4.177 -3.099
H -7.010 -3.720 -0.796
H -6.514 -2.627 -2.094
H -6.279 -2.112 -0.431
C -4.802 1.383 -3.237
O -4.975 1.614 -1.822
C -6.305 1.958 -1.465
C -6.251 2.287 0.086
N -5.908 1.079 0.746
C -5.730 1.096 2.216
C -5.443 -0.327 2.692
O -4.208 -0.738 2.198
C -3.957 -2.039 2.592
H -5.240 2.187 -3.779
H -5.270 0.430 -3.514
H -3.685 1.264 -3.361
H -6.986 1.165 -1.805
H -6.635 2.839 -1.992
H -7.256 2.577 0.478
H -5.652 3.154 0.241
H -5.009 0.803 0.366
H -6.604 1.462 2.746
H -4.935 1.849 2.481
H -6.174 -0.987 2.339
H -5.436 -0.569 3.792
H -4.885 -2.657 2.404
H -3.776 -2.090 3.735
H -3.073 -2.538 2.108
```

For the LUMO energy, the calculation gives 0.62 eV. The net charge is 0. The calculation puts the energy above the lowest of the compared OMol25 structures with the same formula, charge and spin at 345.7 kJ/mol. The calculation puts the energy at -5543.6032 Ha. As for the HOMO-LUMO gap: 8.798 eV.

Atomic partial charges in e from the Löwdin method, atoms 1 to 5: -0.25 -0.23 -0.13 -0.06 0.12


Entry 2:
Formula: C4H12N2
Source: the Open Molecules 2025 dataset
Level of theory: ωB97M-V with the def2-TZVPD basis set

```
18
Properties=species:S:1:pos:R:3
C 1.251 -0.611 -1.898
N 1.464 0.513 -0.988
C 0.946 0.306 0.412
C -0.563 0.488 0.587
C -1.019 -0.129 1.907
N -1.373 0.142 -0.579
H 0.666 -1.385 -1.410
H 2.193 -1.041 -2.246
H 0.742 -0.251 -2.793
H 1.064 1.388 -1.270
H 1.559 0.965 1.021
H 1.287 -0.713 0.614
H -0.749 1.556 0.739
H -0.638 0.404 2.782
H -2.102 -0.006 2.084
H -0.901 -1.204 2.049
H -1.506 -0.862 -0.622
H -2.324 0.442 -0.387
```

For the LUMO energy, the calculation gives 1.06 eV. The net charge is 0. As for the SMILES: CNC[C@H](C)N. The calculation puts the energy above the lowest of the compared OMol25 structures with the same formula, charge and spin at 94.3 kJ/mol. The calculation puts the energy at -269.0804 Ha. As for the HOMO-LUMO gap: 9.411 eV.

Atomic partial charges in e from the natural (NBO) method, atoms 1 to 5: -0.41 -0.63 -0.23 -0.08 -0.63


Entry 3:
Formula: C2H7N2S
Source: the Open Molecules 2025 dataset
Level of theory: ωB97M-V with the def2-TZVPD basis set

```
12
Properties=species:S:1:pos:R:3
C -2.046 -1.653 -0.919
S -0.963 -1.484 0.691
H -1.477 -2.564 -1.378
H -2.026 -0.767 -1.610
H -3.064 -1.841 -0.551
N 0.452 1.094 -0.033
C 1.751 1.410 -0.412
N 2.385 2.442 0.144
H -0.179 1.928 0.145
H 0.089 0.044 0.112
H 2.256 0.492 -0.706
H 1.725 3.157 0.138
```

For the LUMO energy, the calculation gives 4.31 eV. The net charge is -1. The calculation puts the energy above the lowest of the compared OMol25 structures with the same formula, charge and spin at 153.5 kJ/mol. The calculation puts the energy at -588.0773 Ha. As for the HOMO-LUMO gap: 7.349 eV.

Atomic partial charges in e from the natural (NBO) method, atoms 1 to 5: -0.73 -0.66 0.20 0.18 0.19


Entry 4:
Formula: C27H19Br2ClKN2O2S
Source: the Open Molecules 2025 dataset
Level of theory: ωB97M-V with the def2-TZVPD basis set

```
55
Properties=species:S:1:pos:R:3
K 1.340 -0.159 1.205
Cl 4.005 -5.118 -3.694
C 3.798 -3.823 -2.533
C 4.328 -2.554 -2.809
C 4.185 -1.533 -1.917
C 3.489 -1.687 -0.666
O 3.366 -0.727 0.133
C 2.963 -3.015 -0.409
C 2.293 -3.421 0.813
N 1.970 -2.670 1.805
C 1.506 -3.257 2.989
C 2.031 -4.410 3.515
C 1.599 -4.919 4.763
C 0.660 -4.262 5.496
C 0.108 -3.050 5.004
C -0.863 -2.310 5.721
C -1.354 -1.151 5.201
C -0.870 -0.713 3.944
N 0.015 -1.382 3.257
C 0.514 -2.541 3.759
C 3.135 -4.041 -1.357
H 4.856 -2.395 -3.742
H 4.591 -0.550 -2.122
H 2.069 -4.497 0.850
H 2.822 -4.918 2.979
H 2.041 -5.835 5.134
H 0.333 -4.638 6.457
H -1.203 -2.679 6.682
H -2.095 -0.566 5.728
H -1.235 0.204 3.491
H 2.736 -5.026 -1.142
Br 2.537 2.728 -2.085
C 1.934 3.543 -0.442
Br 3.308 3.671 0.909
H 1.145 2.912 -0.047
H 1.607 4.546 -0.679
C -3.735 6.057 -4.133
C -4.753 5.388 -5.018
O -5.391 5.988 -5.850
S -5.092 3.650 -4.835
C -4.015 3.114 -3.546
C -4.481 3.110 -2.228
C -3.668 2.708 -1.188
C -2.345 2.292 -1.423
C -1.895 2.287 -2.749
C -2.716 2.682 -3.787
C -1.512 1.897 -0.340
C -0.785 1.561 0.595
H -3.284 6.857 -4.720
H -2.988 5.374 -3.743
H -4.259 6.507 -3.289
H -5.494 3.437 -2.023
H -4.037 2.710 -0.171
H -0.881 1.965 -2.947
H -2.331 2.659 -4.800
```

For the LUMO energy, the calculation gives 2.05 eV. The net charge is -1. The calculation puts the energy above the lowest of the compared OMol25 structures with the same formula, charge and spin at 24.4 kJ/mol. The calculation puts the energy at -7906.6756 Ha. As for the HOMO-LUMO gap: 6.716 eV.

Atomic partial charges in e from the natural (NBO) method, atoms 1 to 5: 0.92 -0.06 -0.12 -0.20 -0.30


Entry 5:
Formula: C8H18N2O2S
Source: the Open Molecules 2025 dataset
Level of theory: ωB97M-V with the def2-TZVPD basis set

```
31
Properties=species:S:1:pos:R:3
C 1.667 -2.573 -0.096
C 2.239 -0.374 0.934
C 1.976 -0.534 -1.569
C -0.317 1.414 1.600
C -0.561 1.476 -0.907
C -0.103 -0.811 0.046
C 1.442 -1.095 -0.164
C -0.399 0.702 0.206
N -3.460 2.311 -0.424
N -3.164 1.496 0.604
O -2.444 -0.858 1.338
O -2.931 -0.523 -1.026
S -2.595 0.059 0.250
H 0.761 -3.172 -0.366
H 1.714 -3.012 0.938
H 2.549 -2.942 -0.659
H 2.467 0.661 0.613
H 3.179 -0.927 1.081
H 1.637 -0.202 1.775
H 3.001 -0.879 -1.674
H 1.302 -1.034 -2.348
H 1.889 0.519 -1.676
H 0.703 1.355 2.043
H -0.843 0.829 2.298
H -0.680 2.459 1.525
H -0.641 2.569 -0.750
H -0.480 1.104 -1.969
H -2.819 2.849 -0.855
H -0.187 -1.450 0.993
H -0.806 -1.219 -0.702
H -4.093 1.803 -1.061
```

For the LUMO energy (spin up / spin down), the calculation gives -0.79 / -0.79 eV. The net charge is 0. The calculation puts the energy above the lowest of the compared OMol25 structures with the same formula, charge and spin at 322.6 kJ/mol. The calculation puts the energy at -973.6083 Ha. As for the HOMO-LUMO gap (spin up / spin down): 8.175 / 8.173 eV.

Atomic partial charges in e from the natural (NBO) method, atoms 1 to 5: -0.63 -0.62 -0.61 -0.65 -0.36


Entry 6:
Formula: C23H35BrINO4S2SiW
Source: the Open Molecules 2025 dataset
Level of theory: ωB97M-V with the def2-TZVPD basis set

```
69
Properties=species:S:1:pos:R:3
W 0.264 1.605 0.428
C -0.056 -2.502 0.887
C -0.716 -1.324 1.572
C -2.217 -1.307 1.372
C -0.327 -1.128 3.023
O -0.209 -0.096 0.832
Si -1.071 -0.062 -2.215
S -0.372 1.874 -1.771
O -0.099 -1.198 -2.639
C 1.335 -1.483 -3.024
C 1.507 -0.946 -4.428
C 1.456 -2.990 -2.957
C 2.231 -0.786 -2.015
O -2.599 -0.264 -2.081
C -3.804 -0.789 -2.893
C -4.638 0.438 -3.171
C -3.233 -1.423 -4.141
C -4.483 -1.782 -1.980
H -0.389 -3.418 1.376
H 1.026 -2.462 0.958
H -0.346 -2.562 -0.162
H -2.648 -2.132 1.940
H -2.489 -1.442 0.325
H -2.660 -0.382 1.745
H -0.745 -1.953 3.601
H -0.743 -0.204 3.424
H 0.750 -1.132 3.171
H 0.817 -1.432 -5.118
H 2.522 -1.149 -4.770
H 1.355 0.135 -4.462
H 0.669 -3.466 -3.539
H 1.409 -3.350 -1.929
H 2.415 -3.288 -3.379
H 2.264 0.294 -2.175
H 3.248 -1.166 -2.121
H 1.906 -1.012 -0.994
H -4.115 1.138 -3.822
H -4.917 0.938 -2.245
H -5.553 0.129 -3.677
H -2.716 -0.685 -4.760
H -4.049 -1.830 -4.739
H -2.559 -2.246 -3.898
H -4.791 -1.310 -1.048
H -3.838 -2.635 -1.770
H -5.379 -2.155 -2.476
O 0.797 3.528 0.350
N 0.285 4.482 1.163
C 0.761 5.735 1.044
C 0.249 6.715 1.858
C -0.745 6.391 2.780
C -1.215 5.090 2.871
C -0.678 4.125 2.037
S -1.178 2.455 1.982
H 1.527 5.873 0.294
H 0.626 7.724 1.769
H -1.154 7.156 3.425
H -1.990 4.818 3.574
Br 4.719 2.060 4.387
C 4.359 0.281 3.907
C 4.935 -0.746 4.649
C 4.688 -2.069 4.328
C 3.866 -2.392 3.256
C 3.289 -1.384 2.503
C 3.533 -0.067 2.845
I 2.821 1.561 1.676
H 5.578 -0.493 5.480
H 5.150 -2.851 4.914
H 3.684 -3.427 3.000
H 2.679 -1.626 1.650
```

For the LUMO energy (spin up / spin down), the calculation gives -10.72 / -10.50 eV. The net charge is +3. Its spin multiplicity is 2. The calculation puts the energy above the lowest of the compared OMol25 structures with the same formula, charge and spin at 0.0 kJ/mol. The calculation puts the energy at -5276.9280 Ha. As for the HOMO-LUMO gap (spin up / spin down): 5.836 / 6.060 eV.

Atomic partial charges in e from the natural (NBO) method, atoms 1 to 5: 1.29 -0.63 0.30 -0.64 -0.65